The following is a quantum chemistry calculation of C25H30F2HfN4O7S4 as an isolated structure in a non-equilibrium geometry, from OMol25.

Calculated values
relative energy (zero: lowest compared OMol25 entry of this formula, charge and spin): 0.3842 eV

```
! RIJCOSX wB97M-V def2-TZVPD def2/J DEFGRID3
* xyz 0 1
Hf 1.28 0.20 0.05
O 5.49 -2.49 5.31
C 4.77 -2.05 4.44
S 4.78 -0.34 3.81
C 3.55 -0.48 2.52
C 3.01 -1.71 2.40
S 2.07 -2.26 1.00
S 3.59 -2.97 3.52
S 3.11 0.98 1.60
O -5.11 5.22 -1.30
C -4.76 4.44 -0.23
O -5.50 4.36 0.72
C -3.49 3.63 -0.38
C -2.80 3.47 -1.56
C -1.90 2.43 -1.63
C -1.71 1.60 -0.54
C -2.34 1.80 0.68
C -3.23 2.84 0.71
N -0.93 0.42 -0.79
C -1.39 -0.31 -1.70
C -0.60 -1.45 -2.16
C -1.03 -2.26 -3.15
C -0.30 -3.34 -3.57
C 0.84 -3.59 -2.85
C 1.25 -2.71 -1.85
N 0.59 -1.62 -1.48
H -4.35 5.25 -1.91
H -2.88 4.16 -2.40
H -1.31 2.15 -2.51
H -2.32 1.09 1.49
H -3.86 3.09 1.55
H -2.35 -0.10 -2.16
H -2.01 -2.01 -3.65
H -0.68 -4.06 -4.32
H 1.51 -4.40 -3.07
H 2.20 -2.94 -1.38
C 0.60 -0.28 3.94
C -0.24 -0.51 2.70
N -1.07 -1.55 2.65
O -0.12 0.29 1.72
H 0.62 -1.15 4.61
H 0.11 0.50 4.51
H 1.54 0.11 3.65
H -1.05 -2.15 3.45
H -1.45 -1.79 1.75
N -1.70 -6.35 0.43
C -1.38 -4.94 0.23
C -2.66 -4.12 0.19
O -2.67 -2.90 0.10
O -3.80 -4.80 0.22
H -1.57 -6.91 -0.42
H -3.57 -5.74 0.31
H -1.15 -6.80 1.17
H -0.74 -4.69 -0.62
H -0.88 -4.52 1.10
C 1.08 3.92 -1.82
C 1.76 3.42 -0.57
C 1.30 4.16 0.68
C 3.23 3.41 -0.77
O 1.34 2.08 -0.38
H 1.52 4.87 -2.11
H 0.00 4.08 -1.69
H 1.33 3.21 -2.61
H 1.44 5.27 0.63
H 1.83 3.77 1.60
H 0.20 3.90 0.76
H 3.65 4.40 -0.97
H 3.50 2.75 -1.58
H 3.76 2.97 0.08
F 2.20 0.53 -2.85
C 2.81 0.04 -1.67
F 3.33 -1.19 -2.15
H 3.68 0.65 -1.50
*
```